[1]
The following is a DFT calculation (ωB97M-V/def2-TZVPD) of a gas-phase ion, C7H13NO6P (charge -1).

Geometry as XYZ:
```
28
Properties=species:S:1:pos:R:3:forces:R:3:mulliken_charge:R:1
O -3.5672 -1.0479 2.0684 0.152 0.274 -0.424 -0.54
C -3.4540 -1.0107 0.8657 -0.083 -0.507 0.759 0.17
O -2.6514 -1.7980 0.1486 0.014 0.560 -0.195 -0.36
C -1.3563 -2.0327 0.7271 0.524 0.071 0.656 -0.71
C -0.6018 -0.7159 0.9385 -0.488 -0.600 0.108 -0.55
C 0.9015 -0.9046 0.9301 0.336 0.162 -0.300 -0.87
C 1.6126 0.4428 0.7329 -0.662 -0.859 0.402 -1.13
N 1.1791 1.0243 -0.5266 1.044 0.841 1.139 0.66
C 1.6851 0.3106 -1.6923 -0.493 -0.130 -0.277 -0.93
C 0.5415 -0.5421 -2.2576 -0.652 -1.106 -0.441 0.53
O 0.7385 -1.7703 -2.4301 0.364 0.456 0.174 -0.77
O -0.5281 0.0752 -2.4683 0.001 0.620 0.066 -0.70
P 1.3915 2.7080 -0.7001 0.627 0.702 -0.852 -0.23
O 1.3682 3.3605 0.8122 -0.586 -0.424 -0.188 -0.45
O -0.1179 3.0921 -1.2311 0.111 -0.106 0.220 -0.48
H -4.0247 -0.3195 0.2400 -0.189 -0.145 -0.228 0.43
H -0.8208 -2.6925 0.0597 -0.089 0.009 -0.450 0.45
H -1.4400 -2.5208 1.6956 -0.312 -0.288 0.038 0.35
H -0.9499 -0.0210 0.1808 0.304 0.140 -0.281 0.42
H -0.8892 -0.3361 1.9183 -0.112 0.287 0.058 0.51
H 1.2213 -1.5688 0.1288 -0.169 -0.155 -0.159 0.38
H 1.2080 -1.3703 1.8668 0.196 0.025 0.159 0.53
H 2.6960 0.3105 0.7901 0.218 -0.050 -0.106 0.37
H 1.3255 1.0589 1.5791 -0.011 0.412 -0.047 0.42
H 1.9669 1.0320 -2.4620 0.059 0.096 -0.128 0.50
H 2.5584 -0.2953 -1.4649 0.159 -0.105 0.176 0.27
H 0.4815 3.2539 1.1870 -0.044 0.058 0.183 0.30
H -0.4742 2.2777 -1.6368 -0.218 -0.236 -0.062 0.41
```
Forces are in eV/Å.

Calculated values
frontier orbital gap = 7.872 eV
ΔE to the lowest compared entry with this formula, charge and spin = 100.3 kJ/mol
charge = -1

=====

[2]
The following is a DFT calculation (ωB97M-V/def2-TZVPD) of 2 unconnected molecules or ions with the total composition C7H13NSi.

Geometry as XYZ:
```
22
Properties=species:S:1:pos:R:3:forces:R:3:mulliken_charge:R:1
C -1.7382 0.5083 -1.1342 -0.182 -1.081 1.878 -0.08
C -2.0961 0.8220 1.9570 -0.510 -2.382 1.019 -0.68
C -1.6800 -0.2564 1.3100 -0.382 -1.560 0.515 -0.70
C 1.2722 1.2680 -1.5680 0.383 -2.427 0.919 -1.19
C 1.3674 0.4037 1.3400 -0.619 0.902 -0.164 -1.10
C 1.2059 -1.9160 -1.1033 -1.573 -0.274 0.857 -1.05
C -1.1824 -0.3234 -0.0542 0.486 -2.457 -4.415 0.50
N -2.2476 1.0384 -2.0085 -0.232 0.796 -0.874 -0.48
Si 0.7753 -0.2276 -0.3341 0.396 1.258 -1.376 0.52
H -2.5401 0.7527 2.9419 0.352 -0.074 0.121 0.26
H -2.1622 1.7318 1.4973 -0.052 2.298 -1.240 0.34
H -1.6210 -1.2904 1.7386 -0.256 1.282 0.239 0.28
H 1.3442 1.1137 -2.6541 0.033 -0.171 0.525 0.34
H 0.5002 1.9457 -1.3607 -0.945 1.458 0.137 0.39
H 2.2097 1.6083 -1.1097 -0.134 0.127 -0.419 0.34
H 1.5402 1.5129 1.4446 -0.098 -1.057 -0.623 0.30
H 0.5842 0.2044 2.0772 0.497 -0.361 0.125 0.38
H 2.2845 -0.1016 1.5329 0.785 -0.365 0.711 0.36
H 1.7468 -2.6657 -0.5795 0.177 -0.533 1.801 0.42
H 0.1262 -2.3020 -1.1488 1.809 0.065 -0.779 0.16
H 1.8300 -2.0548 -1.9674 -0.506 0.985 -1.266 0.40
H -1.5191 -1.7720 -0.8170 0.570 3.572 2.311 0.29
```
Forces are in eV/Å.

Calculated values
frontier orbital gap = 9.375 eV
ΔE to the lowest compared entry with this formula, charge and spin = 460.8 kJ/mol

=====

[3]
The following is a DFT calculation (ωB97M-V/def2-TZVPD) of a gas-phase ion, C7H13O (charge -1).

Geometry as XYZ:
```
21
Properties=species:S:1:pos:R:3:forces:R:3:mulliken_charge:R:1
C -2.1347 -0.2698 -2.3277 1.733 1.120 -1.749 -0.62
O -1.6442 -1.0069 -3.3390 0.165 -0.522 0.442 -0.89
C -1.0553 0.6662 -1.6231 -1.241 0.080 0.846 -0.84
C -0.1169 -0.1752 -0.7680 0.166 -1.193 -1.307 -0.49
C 0.5993 0.3345 0.4336 0.892 1.861 -0.850 0.61
C 0.7823 1.6648 0.5154 -0.754 -0.231 0.938 -1.08
C 1.4000 -0.6431 1.2276 0.217 -1.907 1.202 -0.65
C 1.1020 -0.8360 2.7455 0.668 -0.276 0.610 -1.11
H -2.4944 -0.8497 -1.4506 -0.889 0.059 -0.006 0.23
H -2.8338 0.4917 -2.7999 -0.548 -0.375 1.079 0.26
H -1.6605 1.3572 -1.0187 0.021 -0.066 0.447 0.37
H -0.5794 1.3350 -2.3341 0.440 -0.291 -0.357 0.43
H 0.6682 -0.4982 -1.4771 0.134 0.072 0.242 0.22
H -0.5795 -1.1619 -0.6095 -0.269 0.261 0.443 0.30
H 1.3647 2.1781 1.2691 0.336 -0.302 0.225 0.32
H 0.1528 2.3390 -0.0449 0.046 -0.079 -0.419 0.27
H 1.2757 -1.6471 0.7792 -0.125 0.410 0.032 0.29
H 2.4806 -0.5405 1.2302 0.188 0.822 -0.668 0.45
H 0.7537 0.0425 3.2766 -0.766 0.192 -0.313 0.35
H 0.5211 -1.7332 2.9586 -0.689 0.378 -0.122 0.28
H 1.9985 -1.0475 3.3567 0.274 -0.013 -0.715 0.31
```
Forces are in eV/Å.

Calculated values
frontier orbital gap = 5.507 eV
ΔE to the lowest compared entry with this formula, charge and spin = 96.8 kJ/mol
charge = -1

=====

[4]
The following is a DFT calculation (ωB97M-V/def2-TZVPD) of 2 unconnected molecules or ions with the total composition C7H13O.

Geometry as XYZ:
```
21
Properties=species:S:1:pos:R:3:forces:R:3:mulliken_charge:R:1
C 3.3651 0.2397 -0.5701 -1.603 -0.298 -1.362 -0.89
O 4.4108 0.2180 0.3287 -1.377 3.753 2.415 -0.57
C 2.1079 -0.2821 0.1373 -0.234 -0.819 -0.556 -0.64
C 0.8601 0.5123 -0.1729 -0.908 0.620 0.487 0.02
C -0.3804 0.1799 0.5630 0.356 -0.829 0.153 -0.90
C -4.0121 -0.6438 -0.2250 -1.210 -0.445 0.713 -1.04
C -2.8352 -0.1903 0.5746 -0.487 -0.540 -0.580 -0.29
C -1.6222 -0.0099 -0.0367 0.417 0.138 0.651 -0.08
H 3.5915 -0.2866 -1.5133 0.099 -0.312 0.286 0.38
H 3.1538 1.2804 -0.8661 -0.078 -0.161 -0.499 0.39
H 2.3458 -0.2704 1.2048 -0.253 0.217 0.101 0.28
H 1.8976 -1.3412 -0.0653 0.195 0.016 -0.147 0.34
H 0.5964 0.4475 -1.2339 0.358 0.247 -0.188 0.15
H 1.1024 1.5893 0.0702 0.488 -0.018 -0.326 0.07
H -0.2763 -0.0848 1.6173 -0.051 0.303 0.014 0.23
H 3.4542 1.3177 0.9238 3.320 -2.774 -0.423 0.35
H -4.4580 -1.6254 0.0482 0.712 -0.298 0.000 0.23
H -3.7990 -0.7174 -1.2908 -0.094 0.320 -0.108 0.27
H -4.9291 -0.0627 -0.0183 0.193 0.581 -0.552 0.27
H -2.9555 -0.2414 1.6530 0.271 0.164 0.038 0.33
H -1.6178 -0.0288 -1.1289 -0.113 0.136 -0.116 0.10
```
Forces are in eV/Å.

Calculated values
frontier orbital gap = 3.544 eV
ΔE to the lowest compared entry with this formula, charge and spin = 454.3 kJ/mol
charge = -1

=====

[5]
The following is a DFT calculation (ωB97M-V/def2-TZVPD) of 2 unconnected molecules or ions with the total composition C7H14.

Geometry as XYZ:
```
21
Properties=species:S:1:pos:R:3:forces:R:3:mulliken_charge:R:1
C 0.2211 0.1591 0.2283 -0.313 -1.240 1.124 0.90
C 1.2918 -0.6556 -0.4795 1.593 -0.234 0.581 -0.73
C 1.1877 -2.1597 -0.0148 0.990 1.813 3.008 -0.63
C -0.1779 -2.2286 0.8253 -1.706 0.878 -0.008 -0.36
C -0.9448 -0.8682 0.4989 0.142 0.909 1.738 -0.90
C -0.3163 3.1325 -0.9780 -0.657 0.059 2.102 -0.46
C -1.2518 2.5901 -0.1650 -1.626 1.236 -0.687 -0.50
H 0.7572 0.3169 1.2559 -1.574 0.763 -1.575 0.31
H -0.1475 1.0426 -0.3727 1.354 -1.694 1.631 -1.01
H 2.3055 -0.2698 -0.0680 -1.460 -0.478 -1.443 0.33
H 1.2163 -0.5586 -1.5500 0.244 0.066 -0.491 0.32
H 2.2181 -2.2295 0.5734 -2.534 -0.706 -0.542 0.18
H 1.2226 -2.9246 -0.7398 -0.060 -0.531 -1.161 0.35
H -0.0942 -1.9704 1.9537 0.388 -1.856 -1.649 0.24
H -0.9424 -3.1052 0.4911 2.245 1.682 1.383 0.26
H -1.6241 -0.5265 1.3895 1.466 -0.640 -1.167 0.30
H -1.7003 -0.9073 -0.2609 0.054 -0.256 -1.150 0.42
H 0.2166 4.0803 -0.6665 -0.481 -1.400 -0.717 0.21
H 0.0141 2.4512 -1.7550 0.206 0.864 -0.560 0.27
H -1.6027 3.0674 0.7990 0.469 -0.519 -1.309 0.24
H -1.8979 1.7155 -0.5407 1.259 1.284 0.891 0.26
```
Forces are in eV/Å.

Calculated values
frontier orbital gap = 10.559 eV
ΔE to the lowest compared entry with this formula, charge and spin = 359.0 kJ/mol